Record 1
A molecular structure, C26H21Cl2I2N4O5S2Sn, computed with ωB97M-V/def2-TZVPD.

total charge = +1
E_HOMO = -10.44 eV
energy relative to the best compared isomer or geometry (same formula, charge and spin) = 0.0 kcal/mol
E = -4125.02369 hartree
orbital gap = 7.477 eV

The geometry in XYZ format:
```
63
Properties=species:S:1:pos:R:3:forces:R:3:mulliken_charge:R:1
Sn -0.081607 0.218914 -0.629870 -0.03 -0.06 -0.10 1.436
Cl 1.462285 -0.482108 2.854623 0.02 0.01 0.00 -0.129
C 2.569973 0.640938 2.133432 -0.01 -0.02 0.00 0.697
C 3.151208 1.589303 2.957911 0.00 0.01 0.02 -0.669
C 4.043836 2.502733 2.419761 0.00 0.00 0.00 -0.582
C 4.354605 2.463828 1.072178 0.01 -0.01 0.00 -0.646
C 3.762695 1.510402 0.258832 -0.03 0.03 -0.01 0.374
Cl 4.191590 1.517422 -1.414216 0.00 -0.01 0.01 -0.183
C 2.843757 0.583233 0.762557 0.01 -0.03 -0.03 -0.332
S 2.122177 -0.655104 -0.282999 0.06 0.02 0.04 -0.287
H 2.916191 1.590260 4.013177 0.01 0.00 0.00 0.481
H 4.512250 3.239447 3.058581 0.00 0.00 0.00 0.439
H 5.055146 3.164336 0.641079 0.00 0.00 0.00 0.457
I -4.909588 1.864869 -1.688420 0.00 0.00 0.00 0.045
C -3.275812 1.645820 -2.944559 0.00 0.00 0.00 -0.303
C -3.408078 1.902440 -4.327349 0.00 0.00 0.00 -0.254
C -2.352328 1.778472 -5.186090 -0.01 0.00 0.00 -0.309
I -2.640520 2.183823 -7.208944 0.00 0.00 0.00 0.110
C -1.082842 1.378298 -4.690143 0.00 0.00 0.00 0.351
C 0.092032 1.213785 -5.453862 0.01 0.00 0.00 -0.420
C 1.262968 0.824943 -4.857526 0.00 0.00 0.01 -1.277
C 1.284174 0.581790 -3.480676 -0.01 0.00 -0.01 -0.057
N 0.199561 0.729875 -2.749081 0.00 0.00 0.02 0.272
C -0.974100 1.123004 -3.311485 0.00 0.00 0.00 0.468
C -2.071791 1.256702 -2.415844 0.00 0.00 0.01 0.212
O -1.869879 1.018979 -1.126271 0.00 0.02 -0.02 -0.478
H -4.375302 2.205876 -4.703434 0.00 0.00 0.00 0.350
H 0.057048 1.398724 -6.519412 0.00 0.00 0.00 0.210
H 2.168704 0.696163 -5.431334 0.00 0.00 0.00 0.446
H 2.179728 0.264450 -2.962872 0.01 0.00 0.01 0.559
C -1.262623 3.882109 3.564493 -0.01 0.01 0.00 -1.163
N -0.634546 3.294216 2.396268 0.02 -0.03 0.00 0.102
C 0.322030 3.968343 1.531219 -0.01 0.00 0.00 -0.470
C 0.577482 2.902794 0.483119 0.00 0.00 -0.02 0.151
O 1.216021 2.976904 -0.537514 0.00 0.00 0.00 -0.642
N -0.092884 1.762648 0.870745 -0.05 -0.02 -0.03 0.286
C -0.838822 2.048601 1.961403 0.03 0.06 0.05 0.094
N -1.667362 1.194893 2.526844 0.00 0.03 -0.02 -0.095
H -0.999798 4.935389 3.603119 0.01 0.00 0.00 0.398
H -0.918012 3.405319 4.483653 0.00 0.00 0.00 0.351
H -2.349555 3.813316 3.496491 0.00 0.00 0.00 0.379
H 1.249600 4.217493 2.050980 0.00 0.00 0.00 0.340
H -0.093739 4.867590 1.075534 -0.01 0.00 0.01 0.428
H -1.788014 0.275443 2.111747 0.00 0.00 0.01 0.181
H -2.219407 1.463902 3.321786 -0.01 -0.02 0.01 0.208
C 0.270478 -7.302970 2.136288 0.00 0.00 0.00 -1.376
C -0.213861 -5.999917 1.568353 0.00 0.00 0.00 0.910
C -1.500432 -5.873117 1.057133 -0.01 0.00 0.00 -0.845
C -1.946248 -4.670003 0.530456 -0.01 0.00 0.00 -0.545
C -1.081955 -3.587816 0.519713 0.01 0.00 -0.01 -0.026
C 0.211283 -3.681789 1.024349 -0.01 -0.01 0.00 0.025
C 0.632631 -4.887739 1.545611 0.00 0.00 0.00 -1.028
S -1.640248 -2.082200 -0.163681 0.01 0.05 0.06 1.600
O -0.773615 -1.742167 -1.347251 0.02 0.04 0.01 -0.563
O -3.036916 -2.149665 -0.416576 0.00 -0.01 0.00 -0.667
O -1.213819 -0.979097 0.801126 -0.04 -0.06 0.02 -0.555
H -0.511997 -8.058897 2.121841 0.00 0.00 0.00 0.360
H 0.604809 -7.175323 3.166609 0.00 0.00 0.00 0.341
H 1.118838 -7.679411 1.562893 0.00 0.00 0.00 0.329
H -2.167090 -6.725715 1.071354 0.00 0.00 0.00 0.335
H -2.947853 -4.566438 0.137159 0.00 0.00 0.00 0.527
H 0.871520 -2.824407 1.012427 0.00 0.01 0.00 0.225
H 1.636015 -4.973903 1.944557 0.00 0.00 0.00 0.425
```
Positions in Å, forces in eV/Å.

Record 2
A molecular structure, C26H21ClO3PSTc at a distorted geometry, computed with ωB97M-V/def2-TZVPD.

spin multiplicity = 2
total charge = -1
E_HOMO (alpha / beta) = -2.72 / -3.51 eV
<S²> = 0.79
energy relative to the best compared isomer or geometry (same formula, charge and spin) = 48.3 kcal/mol
E = -2509.56821 hartree
orbital gap (alpha / beta) = 5.481 / 6.278 eV

The geometry in XYZ format:
```
54
Properties=species:S:1:pos:R:3:forces:R:3:mulliken_charge:R:1
Tc 2.112004 1.265085 -0.592415 0.68 2.43 6.88 -0.321
O 2.364004 -0.590815 -4.042115 -0.20 -0.01 0.27 -0.796
S 2.055004 -0.126715 -2.712815 0.41 -1.98 -1.75 1.791
O 1.408904 1.189885 -2.672015 0.02 0.62 -1.01 -0.646
O 3.209204 -0.115215 -1.788715 0.31 -0.22 -0.21 -0.671
C 1.015704 -1.348115 -1.916615 -0.04 0.22 0.42 -0.535
C 1.403304 -2.659715 -2.089815 0.04 -0.08 -0.34 -0.921
C 0.867904 -3.648715 -1.282815 -0.26 0.00 0.39 -0.812
C -0.039396 -3.302815 -0.281815 0.40 -0.31 -0.26 -0.644
C -0.437296 -1.991815 -0.117115 0.02 0.38 -0.17 -0.711
C 0.086304 -0.986515 -0.931015 -0.32 -0.50 -0.34 1.504
P -0.358796 0.771285 -0.780415 1.00 -0.63 1.01 1.225
C -1.468796 0.928985 -2.201215 -0.21 0.54 -0.48 0.418
C -1.370596 0.130485 -3.344815 0.06 0.07 0.45 -0.542
C -2.259796 0.295885 -4.386015 -0.27 0.08 -0.25 -0.822
C -3.241196 1.276085 -4.325515 0.08 -0.04 0.08 -0.525
C -3.292896 2.124985 -3.227415 -0.27 0.08 -0.28 -0.624
C -2.411596 1.965485 -2.179815 0.44 -0.37 0.15 -0.195
C -1.506796 0.741685 0.639885 0.10 0.16 0.01 0.171
C -0.950696 1.084985 1.870385 0.09 -0.05 -0.21 0.008
C -1.735396 1.107285 3.006485 -0.14 -0.12 0.19 -0.688
C -3.079196 0.767485 2.931385 0.05 0.02 -0.01 -0.520
C -3.636196 0.415985 1.711485 -0.17 -0.05 0.11 -0.714
C -2.856596 0.407585 0.569485 0.16 -0.02 -0.18 0.062
H 2.138904 -2.872415 -2.855215 0.00 -0.13 0.04 0.511
H 1.181804 -4.675315 -1.394915 0.03 -0.10 -0.05 0.397
H -0.419696 -4.059515 0.387685 -0.06 -0.13 0.04 0.395
H -1.136696 -1.724615 0.663185 -0.02 -0.07 0.00 0.343
H -0.599196 -0.626015 -3.423515 -0.22 0.03 -0.02 0.251
H -2.189796 -0.345115 -5.255115 0.02 -0.02 -0.03 0.419
H -3.956496 1.377685 -5.130515 0.00 0.06 -0.05 0.361
H -4.026496 2.919185 -3.195815 -0.05 0.04 0.02 0.393
H -2.430196 2.631885 -1.327715 -0.09 0.06 0.02 0.422
H 0.104604 1.332985 1.903785 -0.03 0.06 0.03 -0.043
H -1.299196 1.384985 3.954885 0.05 0.01 0.09 0.424
H -3.694796 0.769885 3.819485 -0.03 0.04 0.10 0.373
H -4.682996 0.143285 1.651485 0.00 0.01 -0.01 0.397
H -3.298296 0.135685 -0.379515 -0.02 -0.01 -0.05 0.479
C 2.581504 0.845685 1.184885 -1.30 2.03 -5.79 -0.791
C 2.672104 0.045685 2.291185 0.26 -1.99 2.10 0.737
C 2.276704 0.354485 3.625285 0.19 0.34 -1.18 -0.418
C 2.312904 -0.602915 4.607885 0.04 -0.59 0.37 -0.413
C 2.741404 -1.901415 4.339085 -0.02 0.17 -0.10 -0.460
C 3.186304 -2.213415 3.051885 -0.02 -0.36 0.53 -0.409
C 3.174604 -1.276015 2.059385 -0.28 0.85 -0.09 -0.629
H 1.931304 1.357085 3.835485 -0.05 0.08 0.06 0.487
H 1.993004 -0.349515 5.611285 -0.04 0.03 0.04 0.350
H 2.719904 -2.660015 5.108085 0.05 -0.01 0.09 0.377
H 3.529504 -3.217515 2.832385 0.03 -0.03 0.00 0.368
H 3.506204 -1.504715 1.057485 0.00 -0.09 -0.10 0.382
Cl 0.014704 3.728585 0.199385 -1.12 0.77 0.39 -0.189
C 1.711704 3.406385 -0.269915 0.51 -0.85 -0.80 -0.646
H 2.292104 4.003785 0.442485 0.06 -0.45 -0.17 0.352
H 1.787504 3.888485 -1.251115 0.13 0.03 0.05 0.283
```
Positions in Å, forces in eV/Å.

Record 3
A single C26H21FO4S2 molecule at a distorted geometry, computed with ωB97M-V/def2-TZVPD.

total charge = 0
E_HOMO = -8.34 eV
energy relative to the best compared isomer or geometry (same formula, charge and spin) = 16.6 kcal/mol
E = -2200.35495 hartree
orbital gap = 8.128 eV
structure (SMILES) = O=S(=O)(C=[S@@](=O)(O[C@H](c1ccccc1)c1cccc(F)c1)c1ccccc1)c1ccccc1

The geometry in XYZ format:
```
54
Properties=species:S:1:pos:R:3:forces:R:3:mulliken_charge:R:1
O 2.112554 2.687854 -2.481530 0.54 0.08 0.03 -0.699
S 2.232626 1.999333 -1.216852 0.31 -0.59 -0.77 1.419
O 2.836078 2.647658 -0.076663 -0.39 0.14 -0.22 -0.654
C 0.572995 1.568634 -0.731029 1.63 0.72 -4.57 -0.568
S -0.251968 0.254817 -1.474202 0.62 -0.37 3.55 0.841
O 0.492606 -0.970128 -1.732401 -0.89 1.08 -0.60 -0.615
O -1.008556 0.058887 -0.007158 -0.09 0.41 -1.04 -0.096
C -0.447176 0.873585 1.055844 -1.35 -1.23 2.78 -0.447
C 0.839911 0.264744 1.555538 0.27 0.53 0.23 0.709
C 1.749768 1.063729 2.257369 -0.17 -0.18 0.29 0.225
C 2.834279 0.482670 2.912789 -0.20 0.00 -0.03 -0.873
C 3.036288 -0.902018 2.828772 0.06 0.21 -0.18 -0.494
C 2.200886 -1.670328 2.018653 -0.08 -0.01 0.05 -1.509
C 1.098309 -1.088968 1.383383 0.18 -0.25 0.50 0.220
C -1.639289 0.621319 2.001151 -0.39 -0.09 0.18 0.317
C -2.621312 1.608155 2.151082 0.32 -0.55 0.02 -0.740
C -3.910622 1.230163 2.523065 -0.12 -0.17 0.01 -0.538
C -4.247803 -0.119448 2.686272 0.49 0.03 0.16 -0.740
C -3.223924 -1.062684 2.628998 0.17 -0.01 0.00 0.340
F -3.533642 -2.391224 2.793822 0.24 0.99 0.01 -0.330
C -1.908268 -0.704357 2.350960 -0.73 -0.20 0.22 -0.594
C -1.910937 0.243558 -2.185109 -0.90 -0.35 -0.85 0.528
C -2.866990 1.238707 -1.927036 0.26 -0.24 -0.15 -0.561
C -4.217272 0.976110 -2.166929 0.31 -0.01 -0.12 -0.647
C -4.614276 -0.259230 -2.686374 0.33 -0.19 0.04 -0.432
C -3.660144 -1.246897 -2.938772 0.03 0.28 -0.11 -0.627
C -2.305819 -0.987790 -2.711941 0.13 0.13 0.16 -0.445
C 3.164230 0.460678 -1.453773 0.18 0.02 -0.13 0.134
C 4.030598 0.001235 -0.459378 -0.47 0.06 0.41 -0.426
C 4.598854 -1.269511 -0.559296 0.02 0.06 -0.31 -0.451
C 4.414926 -2.023265 -1.723549 0.00 0.16 0.13 -0.541
C 3.682244 -1.487665 -2.783871 -0.10 0.12 0.02 -0.514
C 3.044420 -0.256200 -2.642626 0.02 0.07 -0.10 -0.402
H -0.035793 2.471304 -0.938632 0.37 -0.20 0.26 0.458
H -0.398858 1.963997 0.900855 -0.24 -0.85 0.40 0.751
H 1.566916 2.140086 2.323767 0.15 -0.36 0.01 0.342
H 3.500660 1.122680 3.499827 -0.19 -0.34 -0.21 0.382
H 3.856842 -1.367365 3.378763 -0.21 0.13 -0.24 0.418
H 2.383380 -2.740855 1.888551 -0.05 0.37 0.12 0.386
H 0.392040 -1.707278 0.834955 0.34 0.11 -0.06 0.564
H -2.357932 2.646921 1.940281 -0.24 -0.25 0.00 0.416
H -4.674518 1.992981 2.648843 0.05 -0.16 -0.07 0.387
H -5.258503 -0.455599 2.886634 0.06 0.15 0.03 0.469
H -1.130128 -1.464424 2.318897 -0.32 0.16 -0.12 0.604
H -2.557528 2.203474 -1.542905 -0.06 -0.04 0.14 0.339
H -4.970493 1.729572 -1.930857 0.31 -0.15 -0.14 0.402
H -5.664400 -0.453113 -2.899824 0.23 0.03 0.17 0.385
H -3.954062 -2.231510 -3.306622 0.05 0.36 0.04 0.387
H -1.552972 -1.750551 -2.890476 -0.15 0.07 0.06 0.431
H 4.212080 0.623319 0.417340 -0.20 -0.23 -0.16 0.509
H 5.177462 -1.668981 0.277562 -0.11 0.19 -0.34 0.427
H 4.856717 -3.020033 -1.810365 -0.14 0.37 0.03 0.374
H 3.574230 -2.033365 -3.722825 0.06 0.12 0.32 0.384
H 2.461298 0.156602 -3.462991 0.03 -0.12 0.18 0.399
```
Positions in Å, forces in eV/Å.

Record 4
A molecular structure, C26H21MoN4O4S, computed with ωB97M-V/def2-TZVPD.

spin multiplicity = 3
total charge = +1
E_HOMO (alpha / beta) = -10.52 / -10.53 eV
<S²> = 2.03
E = -1989.46646 hartree
orbital gap (alpha / beta) = 5.687 / 6.195 eV

The geometry in XYZ format:
```
57
Properties=species:S:1:pos:R:3:forces:R:3:mulliken_charge:R:1
Mo 0.038120 0.489294 0.681488 -0.34 -0.86 -0.30 1.339
N 4.133948 2.150703 -5.787990 -0.02 0.06 0.00 -0.473
C 3.941206 1.849396 -4.473018 0.02 -0.02 0.00 1.028
C 5.030367 1.773743 -3.591406 0.00 0.00 0.00 -0.830
C 4.837809 1.478152 -2.261457 -0.01 -0.03 -0.02 -0.649
C 3.549284 1.257339 -1.775862 0.14 -0.01 -0.10 0.218
C 2.461842 1.326698 -2.636067 -0.04 0.02 0.02 -0.267
C 2.653237 1.616581 -3.971131 -0.01 -0.01 0.02 -0.907
S 3.405363 0.979991 -0.063316 -0.10 -0.04 -0.10 1.110
O 4.418823 0.073247 0.372224 0.00 0.02 0.03 -0.644
O 3.237544 2.219601 0.630068 0.01 -0.02 -0.02 -0.574
N 1.923270 0.157660 0.084349 0.13 -0.43 0.36 0.188
C 1.939688 -1.224376 0.348611 0.23 0.77 -0.30 0.701
N 1.016067 -1.462987 1.289825 -0.31 0.18 -0.11 -0.519
C 0.775243 -2.740482 1.604938 -0.03 0.08 0.08 -0.265
C 1.534046 -3.735325 1.032368 0.01 -0.01 0.03 -0.571
C 2.448079 -3.362060 0.047627 -0.02 0.05 -0.04 -0.190
N 2.633863 -2.099932 -0.340242 -0.04 -0.33 0.29 -0.454
H 5.060604 2.210040 -6.166511 0.00 -0.02 0.00 0.194
H 3.371898 2.109618 -6.438135 0.00 -0.02 0.00 0.194
H 6.032823 1.941755 -3.964159 0.00 0.00 0.00 0.311
H 5.689121 1.406319 -1.597388 -0.02 -0.01 0.02 0.438
H 1.459844 1.134897 -2.275691 0.00 0.00 0.02 0.391
H 1.802860 1.652788 -4.640485 0.00 0.01 0.00 0.305
H -0.008537 -2.933966 2.324333 -0.02 0.00 -0.02 0.478
H 1.399047 -4.768691 1.311978 0.01 -0.01 -0.02 0.402
H 3.032518 -4.111958 -0.471923 0.01 0.01 -0.01 0.463
C 0.984540 4.737077 0.382436 -0.01 0.05 -0.02 -1.470
C 0.062066 3.594869 0.628123 -0.07 -0.08 0.15 1.168
O 0.571251 2.446955 0.547249 -0.03 0.27 -0.35 -0.535
C -1.329873 3.745142 0.938935 0.06 0.07 -0.06 -0.042
C -1.948643 5.011619 0.941950 -0.03 -0.01 0.02 -0.660
C -3.279365 5.137419 1.245923 0.03 -0.02 0.00 -0.858
C -4.022920 3.994218 1.567175 -0.06 -0.01 0.01 -0.413
C -3.448877 2.743274 1.577253 0.03 0.08 -0.02 -0.703
C -2.096800 2.604026 1.255094 -0.01 -0.13 0.06 0.884
O -1.584228 1.375747 1.259333 0.11 -0.09 0.42 -0.747
H 2.008433 4.398404 0.521838 -0.01 -0.02 0.00 0.302
H 0.763684 5.588153 1.021457 0.01 0.00 0.00 0.482
H 0.867046 5.053690 -0.658645 -0.01 0.01 0.01 0.347
H -1.368021 5.889119 0.694327 0.00 0.00 0.00 0.373
H -3.752121 6.108865 1.242683 0.00 0.00 0.00 0.420
H -5.071988 4.095266 1.813573 0.00 0.00 0.00 0.401
H -4.015371 1.856305 1.822830 0.00 -0.01 0.00 0.481
C -1.213684 -0.889115 -0.173487 0.33 0.53 0.15 -0.530
C -2.099739 -1.653449 -0.510714 -0.01 -0.03 -0.17 0.396
C -3.143250 -2.533487 -0.939624 0.07 0.03 -0.01 0.639
C -3.404271 -2.691783 -2.302650 -0.02 -0.01 -0.03 -0.475
C -4.420927 -3.534491 -2.717044 0.01 0.00 0.01 -0.498
C -5.182771 -4.220529 -1.780281 0.01 0.00 0.00 -0.457
C -4.927196 -4.065420 -0.424286 0.00 0.00 -0.01 -0.504
C -3.910423 -3.226897 -0.001256 -0.01 -0.01 0.03 -0.440
H -2.807090 -2.151950 -3.025086 0.00 0.00 0.00 0.416
H -4.620704 -3.655476 -3.773106 0.00 0.00 0.00 0.395
H -5.977629 -4.876938 -2.108202 0.00 0.00 0.00 0.392
H -5.521934 -4.599532 0.304343 0.00 0.00 0.00 0.393
H -3.707879 -3.098269 1.053880 0.00 0.00 0.00 0.425
```
Positions in Å, forces in eV/Å.